Entry 1:
# C5H7N3S2

A cluster of 2 separate species, C5H7N3S2 in total at a distorted geometry (ωB97M-V/def2-TZVPD, the OMol25 dataset).

HOMO energy in Eh: -0.291
Largest force on an atom in eV/A: 5.7

Geometry as ORCA input:
```
! wB97M-V def2-TZVPD RIJCOSX def2/J DEFGRID3
* xyz 0 1
H -1.569 0.497 2.343
H -0.398 -2.917 -1.483
N 0.379 -2.554 -0.881
H 0.293 -2.912 0.127
S -0.555 -2.548 1.904
C 0.379 -0.383 -2.052
H 1.027 0.384 -1.996
C 0.302 3.018 1.290
H 0.429 4.057 1.403
C 0.046 -0.680 0.354
H -0.628 0.061 -2.054
N 0.379 -1.214 -0.733
C -0.842 1.211 1.791
C -0.068 0.626 0.796
H 0.539 -1.061 -2.966
S 0.996 1.906 0.211
N -0.707 2.510 1.944
*
```

***

Entry 2:
# C5H7N4O

The ion C5H7N4O with charge +1 at a distorted geometry (ωB97M-V/def2-TZVPD, the OMol25 dataset).

HOMO energy in Eh: -0.491
Largest force on an atom in eV/A: 1.1

Geometry as ORCA input:
```
! wB97M-V def2-TZVPD RIJCOSX def2/J DEFGRID3
* xyz 1 1
O -1.964 -0.535 -1.199
H 2.258 -2.094 0.282
C 2.253 0.913 -0.399
H -0.562 -2.107 0.827
N 1.936 -1.151 0.111
C 0.720 -0.626 0.199
H -2.484 -0.712 0.810
H 2.770 1.786 -0.739
H -2.231 1.606 0.483
H -2.472 -1.336 -1.384
N -1.414 1.023 0.369
N -0.468 -1.142 0.545
C -1.660 -0.393 0.154
C -0.231 1.574 0.151
C 0.861 0.770 -0.080
H -0.164 2.652 0.154
N 2.853 -0.226 -0.283
*
```

***

Entry 3:
# C5H7N4O2S

A structure of composition C5H7N4O2S at a distorted geometry (ωB97M-V/def2-TZVPD, the OMol25 dataset).

HOMO energy in Eh: -0.501
Largest force on an atom in eV/A: 4.8

Geometry as ORCA input:
```
! wB97M-V def2-TZVPD RIJCOSX def2/J DEFGRID3
* xyz 1 1
O 2.863 1.574 -1.707
H -0.522 0.990 2.123
N -0.452 0.165 1.546
H -1.210 -2.681 2.857
H 1.243 -0.659 -2.567
O -2.273 0.007 -0.784
C -0.028 -0.022 0.157
N -0.858 -1.736 3.049
H 1.034 0.958 -3.473
C 0.971 0.331 -2.476
H -1.053 0.655 -2.913
H -1.144 -1.353 3.933
C -0.417 -1.102 1.970
N 1.373 0.838 -0.126
C 1.826 1.016 -1.466
C -1.082 0.100 -0.998
H 1.433 1.536 0.570
S 0.352 -1.777 0.575
N -0.465 0.233 -2.211
*
```

***

Entry 4:
# C5H7N4O5S

The ion C5H7N4O5S with charge -1 at a distorted geometry (ωB97M-V/def2-TZVPD, the OMol25 dataset).

HOMO energy in Eh: -0.213
Largest force on an atom in eV/A: 4.9

Geometry as ORCA input:
```
! wB97M-V def2-TZVPD RIJCOSX def2/J DEFGRID3
* xyz -1 1
H 1.916 1.434 1.290
H -0.459 0.498 1.557
O 0.312 2.733 0.997
O -3.161 0.749 1.052
H -1.132 -1.101 -2.353
H 0.446 -1.981 0.412
O -3.757 -0.866 -0.726
O -2.465 -1.540 1.239
N 2.283 0.542 1.058
S -2.849 -0.455 0.337
C -1.162 -0.153 -0.382
N 1.357 -1.518 0.716
C -0.707 -0.630 -1.509
O 0.082 2.217 -1.104
C 1.287 -0.199 0.404
C 0.738 -0.391 -1.902
H 1.549 -1.736 1.630
C -0.059 0.488 0.590
H 0.856 -0.573 -2.984
H 3.190 0.739 0.703
N 0.076 1.908 0.092
N 1.657 -0.166 -1.117
*
```

***

Entry 5:
# C5H7N4S

The ion C5H7N4S with charge +1 at a distorted geometry (ωB97M-V/def2-TZVPD, the OMol25 dataset).

HOMO energy (spin up / spin down) in Eh: -0.451 / -0.451
Largest force on an atom in eV/A: 3.9

Geometry as ORCA input:
```
! wB97M-V def2-TZVPD RIJCOSX def2/J DEFGRID3
* xyz 1 1
C -1.801 -1.248 -0.237
H 2.955 1.709 1.039
C 2.701 1.323 0.143
N -2.924 0.603 0.307
H -3.647 0.293 -0.311
C 0.367 -1.976 0.113
N -0.871 -2.130 -0.103
H -2.715 -1.673 -0.940
C 1.021 -0.716 0.117
H 0.858 -2.873 0.288
S 2.747 -0.574 0.259
H 0.940 2.347 -0.692
C 0.507 0.493 -0.326
N -1.847 -0.080 0.413
N 1.313 1.541 -0.214
H 3.498 1.483 -0.559
H -3.101 1.478 0.704
*
```

***

Entry 6:
# C5H7N5

A cluster of 2 separate species, C5H7N5 in total at a distorted geometry (ωB97M-V/def2-TZVPD, the OMol25 dataset).

HOMO energy in Eh: -0.328
Largest force on an atom in eV/A: 4.6

Geometry as ORCA input:
```
! wB97M-V def2-TZVPD RIJCOSX def2/J DEFGRID3
* xyz 0 1
H -0.029 -0.697 2.589
N 0.349 0.576 -1.013
N 1.004 -0.558 -0.785
C 0.245 2.630 -1.320
H -1.172 -1.674 0.383
C -0.304 -1.768 2.382
H -1.517 0.197 -0.261
H -1.834 2.929 -0.556
H 0.446 3.696 -1.654
C -0.991 2.307 -0.814
N 2.077 -0.880 -1.189
N 2.984 -1.472 -1.488
N 1.055 1.569 -1.448
C -0.763 -2.242 1.254
C -0.890 0.948 -0.587
H -0.682 -3.352 1.201
H 0.021 -2.208 3.307
*
```

***

Entry 7:
# C5H7N5O

The ion C5H7N5O with charge +2 at a distorted geometry (ωB97M-V/def2-TZVPD, the OMol25 dataset).

HOMO energy (spin up / spin down) in Eh: -0.644 / -0.638
Largest force on an atom in eV/A: 4.4

Geometry as ORCA input:
```
! wB97M-V def2-TZVPD RIJCOSX def2/J DEFGRID3
* xyz 2 1
H -0.833 1.534 1.231
H -1.690 -1.597 3.408
H -0.192 -0.725 3.698
H -1.508 -1.349 -1.461
N -0.982 -0.814 3.018
C 0.206 0.479 -0.192
N -0.761 -1.540 -0.796
O -0.995 -2.108 0.254
C 0.553 -0.903 -0.956
H 1.463 0.686 -3.701
H 1.409 -1.549 -0.555
C 0.711 1.899 -1.976
N 0.940 -0.422 -2.187
N -0.429 0.554 1.049
C 1.026 0.747 -2.755
H 0.997 3.019 -2.302
C -0.905 -0.322 1.882
N 0.355 1.689 -0.768
*
```

***

Entry 8:
# C5H7N5O2

A cluster of 2 separate species, C5H7N5O2 in total at a distorted geometry (ωB97M-V/def2-TZVPD, the OMol25 dataset).

HOMO energy in Eh: -0.345
Largest force on an atom in eV/A: 8.1

Geometry as ORCA input:
```
! wB97M-V def2-TZVPD RIJCOSX def2/J DEFGRID3
* xyz 0 1
O 1.696 -0.022 -1.518
C 0.996 -0.378 0.641
N -1.281 0.302 1.332
N -0.748 0.255 -1.016
N -3.047 0.408 -0.112
N 0.493 0.254 2.957
N 2.224 -0.930 0.653
C 1.010 -0.282 -2.976
H 1.940 -0.363 -3.481
C 0.544 -0.121 -0.652
O 2.430 -1.556 1.897
C -1.569 0.326 0.032
H 0.277 0.665 -3.150
H -0.196 0.342 3.637
H -3.012 1.752 1.078
C -0.003 0.058 1.656
H -3.495 1.203 -0.923
H 1.234 -0.590 3.210
H 0.507 -1.324 -3.267
*
```

***

no.,electronic energy (a.u.)
1,-1155.17644
2,-488.75181
3,-962.14477
4,-1188.08031
5,-811.49699
6,-468.30229
7,-542.80419
8,-618.65334